(1)
A 11-piece molecular cluster, C32H54Cl12O15 overall, computed with wB97M-V/def2-TZVPD.

Geometry as XYZ:
```
113
C32H54Cl12O15 (wB97M-V/def2-TZVPD)
Cl 2.061 0.252 0.939
C 1.043 -0.866 -0.140
C -0.435 -0.745 0.029
Cl -0.863 -1.030 1.759
H 1.381 -1.845 0.145
H 1.425 -0.704 -1.136
H -0.970 -1.510 -0.515
H -0.857 0.204 -0.279
Cl -0.127 4.067 3.671
C 0.376 2.362 3.309
C 0.543 1.560 4.530
Cl -0.982 1.357 5.379
H 1.339 2.489 2.857
H -0.375 1.921 2.680
H 1.209 2.083 5.204
H 0.896 0.570 4.341
Cl -2.725 2.320 0.791
C -3.504 3.607 1.775
C -3.252 4.918 1.090
Cl -4.173 5.068 -0.423
H -3.013 3.685 2.747
H -4.566 3.369 1.834
H -2.217 4.968 0.823
H -3.562 5.710 1.771
Cl -6.021 -2.378 2.462
C -4.767 -1.885 3.616
C -4.063 -0.624 3.243
Cl -5.072 0.769 3.560
H -4.003 -2.654 3.574
H -5.245 -1.820 4.584
H -3.857 -0.628 2.187
H -3.203 -0.524 3.894
Cl 5.893 -3.061 0.161
C 4.233 -3.725 0.079
C 3.773 -4.038 -1.327
Cl 3.502 -2.418 -2.137
H 3.601 -2.966 0.512
H 4.220 -4.670 0.596
H 2.855 -4.612 -1.205
H 4.512 -4.544 -1.914
Cl -2.983 -4.017 -3.800
C -1.649 -2.961 -3.296
C -1.683 -1.655 -4.013
Cl -0.197 -0.726 -3.423
H -0.689 -3.448 -3.409
H -1.791 -2.789 -2.246
H -2.539 -1.015 -3.837
H -1.459 -1.734 -5.063
C 6.261 0.072 -1.992
C 5.115 0.634 -1.218
C 5.357 2.045 -0.666
O 4.933 2.895 -1.746
C 3.957 2.245 -2.413
O 3.250 2.770 -3.192
O 3.981 0.936 -2.119
H 7.111 -0.058 -1.321
H 6.614 0.592 -2.868
H 5.936 -0.929 -2.300
H 4.778 -0.132 -0.523
H 6.379 2.351 -0.457
H 4.768 2.219 0.234
C 0.098 4.544 -4.114
C -0.118 3.040 -3.965
C -1.389 2.741 -3.163
O -2.185 1.925 -4.007
C -1.652 1.892 -5.252
O -2.099 1.285 -6.134
O -0.515 2.567 -5.270
H 0.178 5.040 -3.154
H -0.794 4.867 -4.656
H 1.030 4.728 -4.610
H 0.797 2.485 -3.679
H -1.942 3.651 -2.944
H -1.124 2.216 -2.256
C 5.259 -0.249 2.691
C 5.037 0.591 3.894
C 6.217 1.532 4.191
O 5.603 2.786 4.540
C 4.317 2.707 4.256
O 3.520 3.563 4.426
O 3.994 1.542 3.659
H 4.353 -0.821 2.467
H 6.104 -0.915 2.859
H 5.421 0.362 1.800
H 4.738 -0.040 4.752
H 6.841 1.715 3.308
H 6.806 1.227 5.055
C -5.544 1.343 -3.157
C -4.797 1.232 -1.861
C -5.685 0.899 -0.678
O -5.054 -0.239 -0.034
C -4.138 -0.723 -0.868
O -3.500 -1.693 -0.632
O -3.958 0.063 -1.924
H -4.807 1.606 -3.914
H -6.285 2.132 -3.067
H -6.069 0.415 -3.406
H -4.178 2.130 -1.736
H -6.661 0.558 -1.009
H -5.690 1.660 0.087
C -2.944 -5.209 2.046
C -1.852 -5.658 1.098
C -1.945 -4.904 -0.206
O -0.513 -4.693 -0.594
C 0.178 -4.669 0.589
O 1.249 -4.242 0.666
O -0.587 -5.075 1.595
H -3.909 -5.254 1.558
H -2.708 -4.172 2.318
H -2.989 -5.793 2.959
H -1.743 -6.740 1.096
H -2.347 -3.901 0.001
H -2.474 -5.383 -1.020
```

The frontier orbital gap is 0.397 Ha. The calculation puts the HOMO energy at -10.4629 eV. The electronic energy comes out at -215045.3746 eV. Its net charge is 0. Its spin multiplicity is 1. As for the SMILES: C[C@H]1COC(=O)O1.C[C@H]1COC(=O)O1.C[C@H]1COC(=O)O1.C[C@H]1COC(=O)O1.C[C@H]1COC(=O)O1.ClCCCl.ClCCCl.ClCCCl.ClCCCl.ClCCCl.ClCCCl. The largest force on an atom comes out at 0.080 hartree/bohr.

=====

(2)
One molecule with the formula C26H33N5O2, computed with wB97M-V/def2-TZVPD.

Geometry as XYZ:
```
66
C26H33N5O2 (wB97M-V/def2-TZVPD)
C -0.282 -4.047 3.011
N -1.353 -3.533 2.197
C -1.849 -2.276 2.210
O -2.826 -1.989 1.527
C -1.155 -1.222 2.983
C -1.154 0.112 2.598
N -0.389 0.760 3.520
C -0.015 2.058 3.613
C 0.762 2.452 4.657
C 1.181 1.517 5.631
C 0.820 0.205 5.529
C 0.021 -0.197 4.448
N -0.436 -1.391 4.122
H 1.125 -0.539 6.246
H 1.795 1.853 6.452
H 1.064 3.483 4.740
H -0.349 2.716 2.827
C -1.760 0.799 1.429
N -0.727 1.331 0.541
C -1.322 2.132 -0.515
C -0.235 2.771 -1.374
H 0.384 3.410 -0.744
H -0.701 3.385 -2.148
C 0.631 1.671 -2.003
N 1.676 2.115 -2.913
C 1.201 2.502 -4.228
C 2.408 2.645 -5.157
H 2.099 2.986 -6.147
O 3.318 3.605 -4.675
C 3.750 3.265 -3.378
C 2.569 3.145 -2.413
H 2.938 2.864 -1.427
H 2.071 4.128 -2.347
H 4.429 4.060 -3.064
H 4.291 2.307 -3.404
H 2.909 1.669 -5.243
H 0.537 1.726 -4.615
H 0.654 3.462 -4.208
C 1.206 0.825 -0.866
C 0.067 0.255 -0.030
H 0.477 -0.339 0.791
H -0.558 -0.413 -0.650
H 1.811 0.016 -1.276
H 1.837 1.438 -0.222
H -0.023 1.020 -2.599
H -1.929 2.915 -0.050
H -1.985 1.521 -1.154
H -2.368 1.642 1.778
H -2.421 0.085 0.916
C -1.972 -4.445 1.249
C -1.793 -3.972 -0.174
C -0.595 -3.399 -0.582
C -0.433 -2.953 -1.882
C -1.466 -3.081 -2.793
C -2.661 -3.657 -2.397
C -2.823 -4.097 -1.095
H -3.763 -4.532 -0.787
H -3.474 -3.755 -3.102
H -1.342 -2.729 -3.807
H 0.503 -2.503 -2.182
H 0.215 -3.284 0.124
H -3.043 -4.520 1.466
H -1.515 -5.429 1.377
H 0.060 -3.271 3.692
H 0.549 -4.383 2.383
H -0.639 -4.896 3.598
```

The frontier orbital gap is 0.320 Ha. The calculation puts the HOMO energy at -8.1545 eV. The electronic energy comes out at -39043.3949 eV. Its net charge is 0. Its spin multiplicity is 1. As for the SMILES: CN(Cc1ccccc1)C(=O)c1nc2ccccn2c1CN1CCC(N2CCOCC2)CC1. The largest force on an atom comes out at 0.021 hartree/bohr.

=====

(3)
One molecule with the formula CH4BBr, computed with wB97M-V/def2-TZVPD.

Geometry as XYZ:
```
7
CH4BBr (wB97M-V/def2-TZVPD)
B 0.674 0.414 -0.099
C -0.822 -0.322 0.063
Br 2.897 0.005 0.228
H 0.649 1.503 -0.538
H -0.927 -0.692 1.088
H -1.649 0.317 -0.182
H -0.822 -1.224 -0.559
```

The frontier orbital gap is 0.366 Ha. The calculation puts the HOMO energy at -10.1148 eV. The electronic energy comes out at -71820.0081 eV. Its net charge is 0. Its spin multiplicity is 1. As for the SMILES: CBBr. The largest force on an atom comes out at 0.063 hartree/bohr.

=====

(4)
A 3-piece molecular cluster, C2H12N3O2 overall, computed with wB97M-V/def2-TZVPD.

Geometry as XYZ:
```
19
C2H12N3O2 (wB97M-V/def2-TZVPD)
C 0.228 0.432 1.760
N -1.155 0.574 1.312
C -1.342 0.105 0.015
N -2.580 0.320 -0.364
N -0.429 -0.702 -0.646
H 0.277 -0.496 2.420
H 0.643 1.255 2.397
H 1.005 0.214 0.962
H -1.924 0.780 1.988
H -3.085 1.098 -0.027
H -2.966 -0.154 -1.233
H -0.669 -1.142 -1.581
H 0.450 -1.040 -0.218
H 2.054 1.230 -0.941
H 1.414 1.135 -2.509
O 1.350 0.839 -1.585
H 2.312 -0.718 -0.898
H 2.456 -2.286 -0.508
O 1.962 -1.444 -0.343
```

The frontier orbital gap is 0.401 Ha. The calculation puts the HOMO energy at -13.7743 eV. The electronic energy comes out at -10827.5015 eV. Its net charge is +1. Its spin multiplicity is 1. The largest force on an atom comes out at 0.090 hartree/bohr.

=====

(5)
A 2-piece molecular cluster, C3H11N3 overall, computed with wB97M-V/def2-TZVPD.

Geometry as XYZ:
```
17
C3H11N3 (wB97M-V/def2-TZVPD)
C -2.619 -0.882 -2.617
C -2.592 -1.606 -1.436
N -2.563 -1.153 -0.218
H -3.353 -0.110 -2.508
H -2.383 -1.247 -3.600
H -2.845 -2.688 -1.436
H -2.372 -0.138 -0.050
H -1.921 -1.674 0.296
N 1.526 1.930 1.012
C 2.560 1.204 1.751
N 2.734 -0.219 1.391
H 1.593 1.814 -0.022
H 1.701 2.983 1.153
H 2.301 1.177 2.826
H 3.553 1.656 1.626
H 2.824 -0.324 0.366
H 1.854 -0.721 1.468
```

The frontier orbital gap is 0.311 Ha. The calculation puts the HOMO energy at -7.7212 eV. The electronic energy comes out at -7757.1537 eV. Its net charge is 0. Its spin multiplicity is 1. As for the SMILES: C=CN.NCN. The largest force on an atom comes out at 0.111 hartree/bohr.

=====

(6)
A 10-piece molecular cluster, C34H86N2O20 overall, computed with wB97M-V/def2-TZVPD.

Geometry as XYZ:
```
142
C34H86N2O20 (wB97M-V/def2-TZVPD)
C 15.502 13.789 16.808
O 15.445 12.514 17.474
C 16.425 11.606 17.142
C 16.208 10.245 17.797
O 15.025 9.612 17.328
C 14.716 8.362 17.893
H 14.824 14.446 17.353
H 15.192 13.648 15.773
H 16.509 14.181 16.663
H 17.311 12.065 17.580
H 16.621 11.551 16.071
H 16.185 10.412 18.874
H 17.057 9.565 17.724
H 15.543 7.666 17.750
H 13.960 7.848 17.299
H 14.407 8.406 18.937
C 15.218 20.566 12.477
O 15.760 21.495 13.355
C 16.474 21.017 14.455
C 16.932 22.199 15.388
O 17.025 21.713 16.742
C 18.202 21.025 17.040
H 14.798 21.012 11.575
H 14.464 20.007 13.032
H 15.953 19.859 12.094
H 17.368 20.525 14.073
H 15.948 20.239 15.008
H 16.196 22.999 15.457
H 17.862 22.684 15.093
H 18.131 20.608 18.045
H 18.961 21.806 17.095
H 18.532 20.249 16.349
C 19.576 13.723 13.335
O 19.236 14.892 14.058
C 18.354 15.726 13.354
C 18.341 17.171 13.974
O 19.351 18.014 13.461
C 20.691 17.688 13.724
H 20.230 13.024 13.856
H 20.110 14.005 12.428
H 18.652 13.217 13.052
H 17.353 15.297 13.305
H 18.749 15.799 12.340
H 18.343 17.152 15.064
H 17.416 17.672 13.691
H 20.941 17.390 14.743
H 21.238 18.599 13.482
H 20.945 16.979 12.936
C 11.865 19.944 10.196
O 11.606 18.580 9.986
C 12.229 17.795 10.969
C 12.161 16.323 10.525
O 10.828 16.025 10.264
C 10.641 14.769 9.643
H 11.342 20.332 11.071
H 11.422 20.429 9.326
H 12.918 20.223 10.216
H 11.680 17.816 11.910
H 13.229 18.166 11.194
H 12.614 15.676 11.277
H 12.790 16.237 9.639
H 10.942 14.012 10.367
H 11.249 14.681 8.743
H 9.587 14.560 9.464
C 7.873 18.196 15.714
O 8.271 16.954 15.079
C 9.186 17.102 14.041
C 8.770 17.963 12.865
O 8.854 19.326 13.170
C 8.087 20.166 12.352
H 7.079 18.487 15.025
H 8.641 18.965 15.793
H 7.407 18.008 16.681
H 9.544 16.202 13.541
H 10.047 17.613 14.471
H 7.713 17.707 12.794
H 9.367 17.714 11.988
H 8.530 21.161 12.301
H 7.103 20.298 12.801
H 7.985 19.902 11.299
C 10.713 18.882 18.433
O 10.125 17.596 18.561
C 10.974 16.445 18.192
C 11.964 16.093 19.406
O 12.765 17.251 19.729
C 13.884 17.000 20.559
H 11.116 19.045 17.433
H 11.503 19.148 19.135
H 9.920 19.626 18.510
H 11.524 16.667 17.278
H 10.326 15.583 18.031
H 12.661 15.390 18.951
H 11.477 15.518 20.194
H 14.609 16.380 20.032
H 13.650 16.512 21.505
H 14.387 17.928 20.831
C 14.629 16.467 13.722
O 13.567 16.799 14.596
C 13.534 17.986 15.269
C 14.500 17.842 16.469
O 15.811 17.469 16.281
C 16.529 17.138 17.448
H 14.294 15.676 13.052
H 15.462 16.138 14.344
H 14.920 17.294 13.074
H 12.497 18.047 15.600
H 13.658 18.857 14.627
H 13.979 17.073 17.039
H 14.500 18.774 17.035
H 17.280 16.431 17.096
H 15.898 16.581 18.141
H 17.115 17.924 17.922
C 16.883 10.652 8.155
O 16.346 11.723 8.914
C 17.264 12.311 9.845
C 17.012 13.812 10.183
O 16.026 13.962 11.254
C 14.676 13.674 10.851
H 17.204 9.757 8.687
H 17.675 10.981 7.482
H 16.161 10.376 7.386
H 18.234 12.412 9.356
H 17.390 11.726 10.756
H 16.781 14.328 9.251
H 17.970 14.244 10.472
H 14.310 14.346 10.075
H 14.019 13.670 11.721
H 14.585 12.650 10.489
C 11.357 14.657 15.285
N 11.459 13.813 14.028
O 11.116 14.384 13.030
O 11.801 12.627 14.118
H 11.236 15.722 15.087
H 12.306 14.485 15.794
H 10.483 14.244 15.788
C 16.064 21.512 21.077
N 16.507 20.121 20.937
O 15.980 19.547 19.976
O 17.325 19.733 21.749
H 15.940 21.581 22.158
H 15.165 21.788 20.526
H 16.856 22.163 20.706
```

The frontier orbital gap is 0.336 Ha. The calculation puts the HOMO energy at -9.2175 eV. The electronic energy comes out at -80564.3455 eV. Its net charge is 0. Its spin multiplicity is 1. As for the SMILES: C[N+](=O)[O-].C[N+](=O)[O-].COCCOC.COCCOC.COCCOC.COCCOC.COCCOC.COCCOC.COCCOC.COCCOC. The largest force on an atom comes out at 0.061 hartree/bohr.

=====

(7)
C11H10BrDyN as an isolated structure, computed with wB97M-V/def2-TZVPD.

Geometry as XYZ:
```
24
C11H10BrDyN (wB97M-V/def2-TZVPD)
C -1.427 -0.956 -1.438
C -1.846 -2.070 -0.670
C -2.675 -1.571 0.429
H -1.618 -3.128 -0.851
C -2.677 -0.127 0.296
C -1.916 0.221 -0.835
H -1.774 1.218 -1.235
H -0.897 -0.990 -2.375
H -3.007 -2.160 1.305
H -3.140 0.561 0.979
Dy -0.521 -1.250 1.390
Br 1.109 -3.299 1.443
C 2.623 1.601 0.448
C 1.654 2.303 -0.362
C 1.397 1.521 -1.499
H 1.177 3.240 -0.091
C 2.160 0.312 -1.401
C 2.916 0.376 -0.201
H 3.609 -0.379 0.153
H 2.999 1.935 1.416
H 0.671 1.730 -2.273
H 2.119 -0.521 -2.100
N -0.377 1.094 4.204
C -0.559 0.338 3.268
```

The frontier orbital gap (spin up / spin down) is 0.188 / 0.187 Ha. The calculation puts the HOMO energy (spin up / spin down) at -3.1034 / -3.1047 eV. The electronic energy comes out at -107185.9984 eV. Its net charge is -1. Its spin multiplicity is 6. The largest force on an atom comes out at 0.117 hartree/bohr. Its expectation value of S² is 9.3505.

=====

(8)
An isolated ion of composition C15H5O22S5 and charge -5, computed with wB97M-V/def2-TZVPD.

Geometry as XYZ:
```
47
C15H5O22S5 (wB97M-V/def2-TZVPD)
O 0.005 -0.295 3.331
O 2.545 1.843 2.190
O 1.802 3.918 1.648
O 0.155 7.314 -3.161
O 0.711 5.310 -4.416
O 1.113 -7.651 -0.698
O -0.820 -6.427 -0.234
O -5.187 0.375 -0.813
O -4.614 2.563 -1.617
O 3.708 -3.682 3.840
O 2.175 -4.817 5.253
O 1.191 3.067 3.818
O -1.267 6.626 -4.825
O 0.192 -6.071 -2.303
O -4.696 0.644 -3.125
O 2.689 -2.420 5.567
O -0.134 -0.912 -0.508
O -0.067 1.866 1.858
O -1.514 5.170 -2.946
O 1.483 -5.240 -0.259
O -2.648 0.700 -1.573
O 1.092 -2.913 3.777
C 0.179 -0.482 2.142
C -0.008 0.634 1.272
C -0.085 0.401 -0.095
C 0.207 3.683 -1.841
C -1.929 2.867 -2.392
C 0.471 -3.142 -0.287
C 1.347 -4.047 1.705
C 0.546 2.555 -1.080
C -1.040 3.998 -2.368
C 1.096 -4.151 0.402
C -1.640 1.661 -1.702
C 0.277 -1.859 0.269
C 0.973 -2.878 2.393
C -0.410 1.548 -1.012
C 0.472 -1.814 1.627
S 1.406 2.739 2.412
S -0.390 6.103 -3.762
S 0.435 -6.327 -0.871
S -4.281 1.129 -1.756
S 2.437 -3.450 4.582
H 0.967 4.470 -1.921
H -2.775 3.020 -3.023
H 0.521 -3.302 -1.372
H 1.901 -4.820 2.265
H 1.412 2.497 -0.391
```

The frontier orbital gap is 0.249 Ha. The calculation puts the HOMO energy at 2.2453 eV. The electronic energy comes out at -114845.8802 eV. Its net charge is -5. Its spin multiplicity is 1. The largest force on an atom comes out at 0.134 hartree/bohr.